Molecular formula: C41H37F5MnP2
Method: DFT, wB97M-V/def2-TZVPD

Lowest unoccupied orbital energy (alpha / beta) (eV): 0.04 / -0.08
Molar mass (g mol⁻¹): 741.62
2S+1: 6
Gap between HOMO and LUMO (alpha / beta) (eV): 5.244 / 5.493
<S²>: 8.92
Energy above the lowest of the compared OMol25 structures with the same formula, charge and spin (kJ/mol): 22.3

Positions of all 86 atoms, in Å:
C -1.5812 0.6306 0.4285
C -1.9417 -0.2798 -5.4109
C -2.7821 0.4956 -2.7591
C 3.0853 4.3602 -3.0966
H 0.9428 -0.8171 -0.0015
F -1.7522 -1.8505 3.1498
H -1.5407 1.0390 -7.7727
H 1.8260 -1.3708 -3.7312
H -4.6259 -0.6412 -2.5308
C -4.1794 0.3547 -2.6590
H 3.1189 1.1599 -4.2780
H 1.8572 1.7793 -5.6848
C -5.0102 1.4760 -2.7252
C -1.3978 1.6929 -6.9087
C 3.5709 -1.0045 -1.5167
H 0.5797 -1.8938 -7.0611
C 3.1487 3.3127 -4.0181
C -3.3303 -2.5826 -0.7562
C -1.9802 -0.7093 2.4748
H 2.7911 4.8962 -1.0179
H -2.6575 -0.7103 -4.6960
C 2.9848 1.9962 -3.5870
H -1.2375 -2.2494 -5.7785
C 2.5707 2.7753 -1.3378
C 0.0553 2.1705 -6.8283
H 5.0942 0.4081 -2.1413
C 1.2832 0.1883 -0.2876
F -0.7098 -1.6103 0.7530
H 0.4219 2.2998 -7.8602
Mn -0.8986 1.1212 -1.6449
C -4.2006 -4.7303 -1.4576
C 5.9537 -1.4659 -1.4934
H 1.6932 -0.6448 -5.5523
H -4.4782 -3.8726 0.5187
C 0.0398 -0.9357 -6.9242
H 3.3140 3.5257 -5.0761
H -2.0226 2.5891 -7.0514
H 2.3486 2.5669 -0.2874
C -1.4178 -0.5177 1.2050
H 2.3007 -2.6181 -0.8294
H -3.8053 -5.2830 -3.5063
H -1.2836 1.9530 -3.5276
C 3.3248 -2.2942 -1.0114
C 2.8177 4.0881 -1.7517
C 0.9644 1.2710 -6.0515
H -0.2435 -2.3680 -3.6512
C -2.8871 -3.3940 -3.0042
H 3.2490 5.3821 -3.4203
C 5.6943 -2.7533 -1.0039
P 2.1187 0.0246 -1.8451
F -3.7504 2.4133 2.8141
H 0.0877 3.1666 -6.3631
C -1.8901 1.0326 -5.6628
C 4.3820 -3.1671 -0.7520
H 2.0012 0.5339 0.4423
H -2.0299 -1.5127 -7.1632
F -3.4371 0.0482 4.1828
C -2.2481 1.8523 -2.9639
C -0.1554 -1.4281 -3.0838
C -3.6453 -4.5346 -2.7309
C 1.1248 -0.8939 -3.0259
H 6.9851 -1.1438 -1.6737
C -2.8025 0.2704 3.0222
H -5.1713 3.6231 -2.8518
C -3.1185 2.9744 -2.8649
H 6.5215 -3.4414 -0.8194
P -1.6858 -0.9658 -2.3182
H 4.1719 -4.1672 -0.3585
H -4.7566 -5.6386 -1.2285
C -2.3211 1.6240 1.0648
H -3.2412 -1.7893 -0.0128
C -2.7098 -2.4032 -2.0158
H -0.1121 -0.5158 -7.9323
F -2.4318 2.8513 0.4815
C 0.9175 -0.0653 -6.0597
C -4.4846 2.7733 -2.8182
H -2.4290 1.7510 -5.0513
C -2.9632 1.4522 2.3019
H -2.4469 -3.2510 -3.9903
H -6.0960 1.3445 -2.6917
C -1.3394 -1.3029 -6.3251
H 0.4323 0.9196 -0.2882
C 2.6071 1.7126 -2.2692
C 4.8907 -0.5906 -1.7519
H -2.6865 3.9750 -2.8387
C -4.0372 -3.7436 -0.4752


Molecular formula: C41H37F5MnP2
Method: DFT, wB97M-V/def2-TZVPD

Lowest unoccupied orbital energy (alpha / beta) (eV): -0.04 / -0.17
Molar mass (g mol⁻¹): 741.62
2S+1: 6
Gap between HOMO and LUMO (alpha / beta) (eV): 5.107 / 5.574
<S²>: 8.82
Energy above the lowest of the compared OMol25 structures with the same formula, charge and spin (kJ/mol): 0.0

Positions of all 86 atoms, in Å:
C -2.9275 -3.2034 2.3924
C -3.4371 1.5886 0.9734
H 0.8280 -5.1878 -1.8452
C 1.8069 3.4624 1.8068
F 0.7618 4.0008 1.0998
H 5.1747 -3.0661 0.9939
H -3.0732 -2.0120 0.5794
H -1.6812 -5.3972 -1.7830
C 0.6828 -1.9844 -2.5447
C 3.3215 3.8502 -2.2883
C 2.4651 -0.6005 -0.3910
H -2.9811 -1.6733 -2.0369
C -2.2034 -0.9040 2.1764
H -4.3323 4.6263 -0.2937
H -0.0444 -4.4374 -3.1490
C 1.9291 2.0900 1.9708
H 1.2355 0.9114 -3.8101
C 2.1428 -1.5242 0.6428
C 1.9963 1.8471 -2.0004
H -2.3035 -2.1066 -4.2373
C -5.7735 2.0242 1.3691
C 2.7356 4.3693 2.3504
H 2.2218 2.6561 -5.2959
C -1.5916 0.2347 -0.6406
H -2.7192 -3.4719 -0.3437
C 3.7904 -0.5355 -0.8496
H 5.7876 -1.3270 -0.6791
C 4.4151 -2.3711 0.6157
H 4.0721 0.2102 -1.5994
H -0.6545 0.5142 -2.5233
F 2.9737 0.3474 3.1807
C -2.0884 -2.0103 4.3321
H -1.7359 1.8302 2.8554
C -1.1487 -4.5659 -1.3097
C -2.2236 -2.4594 -2.1427
C -2.0357 -3.3738 -1.1831
H -3.3040 -4.1232 1.9507
H -2.5246 0.0249 -1.1830
C 3.1116 3.7756 -3.6716
H 3.8778 4.6809 -1.8527
H 3.5136 4.5507 -4.3217
F 4.7095 4.7298 3.5874
H -0.2009 1.1789 2.8698
F 2.6383 5.6948 2.1110
C -0.9425 1.5749 2.1529
H -1.6371 -3.6347 -3.8461
C 3.1048 -2.4356 1.0985
C -0.2237 -1.9984 -3.7367
C 0.1620 -4.3533 -2.0787
H -4.7591 0.2418 2.0373
C -4.4278 3.6601 0.2032
C -0.4937 0.4493 -1.4416
H 0.2422 -2.5971 -4.5294
C -5.6612 3.2567 0.7250
C 2.8017 2.8712 -1.4530
C -3.3165 2.8279 0.3287
P -1.9656 0.5254 1.0647
H 1.5760 -3.0837 -0.9473
C -1.6359 -2.5950 -3.5220
C 1.8165 1.7403 -3.3944
Mn 0.6761 0.1658 1.2746
H 1.3228 -1.1025 -2.4556
C 3.7842 3.8815 3.1196
H 2.8327 -3.1866 1.8500
C 2.3768 2.7151 -4.2211
H 2.9873 2.8919 -0.3762
H -2.7166 -4.0698 4.3669
H -0.3328 -0.9856 -4.1321
H -6.5341 3.9093 0.6380
H -0.9068 -4.9116 -0.3004
C 2.9271 1.6575 2.8172
H -2.3650 3.1571 -0.0894
C -1.8906 -0.8763 3.5441
C -4.6611 1.1902 1.5071
C 3.8790 2.5177 3.3580
H -1.4892 0.0233 4.0088
C 0.8353 -3.0456 -1.7547
H -0.6011 2.5208 1.7747
C 4.7553 -1.4094 -0.3378
C -2.7712 -2.0546 1.6284
P 1.1883 0.7290 -0.8630
H -1.8281 -1.9752 5.3924
H 1.1210 -1.6312 1.0821
H -6.7340 1.7105 1.7743
F 4.8895 2.0417 4.0960
C -2.5922 -3.1767 3.7547


Molecular formula: C41H37F9LiN4O3PSSe2
Method: DFT, wB97M-V/def2-TZVPD

Lowest unoccupied orbital energy (eV): -0.78
Molar mass (g mol⁻¹): 1032.66
Gap between HOMO and LUMO (eV): 6.550
Energy above the lowest of the compared OMol25 structures with the same formula, charge and spin (kJ/mol): 23.0

Positions of all 99 atoms, in Å:
F 5.0044 6.3112 -1.1042
H -3.7631 2.9683 -4.1948
C 0.9667 0.3705 -3.6255
C 3.6596 -1.8082 -2.0104
N 1.2327 -0.2071 1.5274
H 3.9756 0.9571 -3.9361
C 5.6788 -1.8807 -3.2853
H 2.8417 1.2784 0.2774
H 3.8166 3.3832 1.1175
C 6.9663 -2.5418 -3.6932
N -0.9383 1.9493 -0.7169
H -2.8036 -3.4121 -0.7018
F 4.8861 5.5054 0.8869
H 3.1049 1.1108 3.9940
C 5.3728 -0.6506 -3.8563
S -2.8775 5.5598 -5.0993
C 1.9810 -1.2836 1.2868
C -2.2391 4.3922 -3.8557
H -3.1771 -1.3116 -1.8945
P 1.8293 0.3363 -2.0249
H 0.4249 2.4461 -3.6763
H -0.2059 -1.9732 -5.7786
C 3.6913 4.3526 -0.7977
F 8.0072 -1.6946 -3.6145
C -1.7344 -3.6017 -0.5955
C -0.5964 -2.5531 3.4231
H -3.0298 0.4028 1.2478
H -1.9604 -4.5479 1.3064
H -0.3012 -3.9824 0.9888
C 2.9764 2.1170 -0.3900
F 3.1847 6.4994 0.0326
F -0.9730 -0.0112 -8.1666
Se -0.8303 -2.1011 -1.5269
H -0.9554 -3.4817 3.8593
H -0.5566 2.5516 0.0067
O -3.3086 6.6523 -4.2407
C -1.3611 -3.7490 0.8612
H 2.9829 -2.2674 -1.3033
C -0.5106 1.8817 2.6417
C -2.9006 3.2130 -3.5945
N -1.2040 0.9880 1.9459
C 3.3442 4.2198 -2.1366
C 3.3560 -0.5629 -2.5510
H -0.6865 5.7278 -3.3172
C -0.5066 1.3646 -5.2535
C 1.6181 0.6085 2.5096
H -2.6286 -2.3343 -3.2658
C 2.7982 3.0325 -2.6019
H 0.1278 4.2542 -1.4501
C 2.5867 1.9757 -1.7215
H 6.0504 -0.2203 -4.5774
O -1.7069 5.8374 -5.9201
C 0.7818 -0.8762 -4.2274
C -2.4674 3.1972 3.0501
F 6.9255 -2.9698 -4.9671
C 0.3202 1.4846 -4.1471
C -2.4771 2.4032 -2.5547
H 1.2830 -1.7472 -3.8266
C 3.1525 -1.5725 1.9533
H 4.5065 -0.8677 3.4791
H -0.5240 3.7207 3.7748
N 0.8436 1.6997 2.8214
H -2.9640 4.0526 3.4805
C -2.5133 1.1768 1.8052
O -3.9432 4.8329 -5.7647
C -1.3771 2.7779 -1.7947
C 2.8082 0.4121 3.2268
C -2.3595 -1.5328 -2.5804
C -0.6991 0.1135 -5.8206
C -1.1533 4.7804 -3.1000
F -2.6012 0.8284 -7.0311
H 1.5915 -1.9371 0.5163
C -0.7163 3.9705 -2.0664
H -1.7522 1.4728 -0.3400
Se -1.6819 -2.0904 1.8843
H 2.5262 2.9547 -3.6437
H 5.0541 -3.4461 -1.9625
C -0.0445 -1.0078 -5.3217
C -1.1136 3.0112 3.2170
H -0.6935 -1.7412 4.1373
F -2.2157 -1.2850 -6.9662
C 4.8165 -2.4764 -2.3767
H -3.0104 1.4877 -2.3296
H -2.0838 -0.6468 -3.1486
C -1.6233 -0.0707 -6.9924
H 0.4399 -2.6463 3.1104
C 3.5870 -0.6886 2.9416
H -1.4832 -4.5183 -1.1367
Li -0.0082 0.1554 -0.0434
H -1.0130 2.2323 -5.6540
F 7.2829 -3.6042 -2.9407
C 3.5231 3.2895 0.0823
H 3.4951 5.0482 -2.8131
C 4.2148 0.0041 -3.4906
H -4.2505 2.3730 2.1574
H 3.7248 -2.4514 1.7074
H 1.2666 2.3455 3.4728
C -3.1935 2.2573 2.3237
C 4.1986 5.6626 -0.2590